[1]
Computed, not measured: a 11-piece molecular cluster, C74H144N6O16 overall in a non-equilibrium geometry, with the ωB97M-V functional and the def2-TZVPD basis.

Structure (XYZ):
```
240
Properties=species:S:1:pos:R:3:forces:R:3
C 0.34908 -1.96225 -6.77174 1.9 -0.4 -2.0
C 1.08028 -1.25402 -7.97801 -0.8 0.2 -0.1
C 2.05437 -2.14381 -8.77446 -1.0 -0.8 0.5
C 1.34743 -3.20196 -9.69490 1.1 0.5 1.0
C 0.43820 -2.40950 -10.59337 -1.3 0.7 -1.0
C -0.67303 -1.58918 -9.82200 2.3 -0.6 -0.6
N 0.14523 -0.64683 -8.97217 -1.5 0.2 0.5
O -0.85647 0.14128 -8.21986 0.4 -0.5 -0.1
C -1.52391 -0.72537 -10.79209 -1.1 -2.0 1.7
C -1.58551 -2.67971 -9.16703 -0.3 2.9 0.3
C 1.86765 -0.13211 -7.37252 -0.4 1.6 0.5
H -0.48428 -1.41270 -6.43590 -0.9 0.6 0.4
H 1.06752 -2.15931 -5.99123 0.2 0.2 0.4
H 0.10879 -2.91462 -7.17941 -0.8 -0.9 0.2
H 2.68106 -1.45870 -9.31382 0.3 0.2 -0.7
H 2.67909 -2.57883 -8.00500 0.3 -0.5 0.1
H 0.78330 -3.90918 -9.02514 0.6 0.5 -0.9
H 2.09698 -3.78674 -10.28753 -0.6 0.4 0.6
H -0.05596 -3.02833 -11.33284 -0.6 -0.7 0.2
H 0.94282 -1.74426 -11.30884 0.5 0.2 0.7
H -2.43345 -0.59455 -10.19110 0.0 0.7 -0.5
H -1.12274 0.18342 -11.13470 0.8 1.2 0.0
H -1.83983 -1.28462 -11.66164 0.1 -0.5 -0.3
H -2.13528 -3.00270 -10.02206 -0.8 -0.7 -0.2
H -1.10757 -3.46386 -8.65372 0.8 -1.0 0.1
H -2.21789 -2.20723 -8.39848 -0.2 -0.1 -0.5
H 2.34183 0.58745 -8.05623 0.0 -0.6 -0.2
H 2.59874 -0.51371 -6.67621 0.3 -0.1 0.1
H 1.15774 0.48653 -6.79744 0.3 -0.2 0.1
H -0.62042 1.07740 -8.29670 0.3 -0.4 -0.3
C 3.96245 6.09991 5.57226 -0.7 -2.8 0.4
C 3.93504 5.57207 4.14081 -1.1 0.9 -1.3
C 5.24887 5.82665 3.38952 1.0 0.3 1.2
C 5.21065 5.33936 1.99040 0.0 0.1 -2.4
C 5.03190 3.83189 2.02128 0.6 -0.7 0.0
C 3.73182 3.46422 2.75360 -0.1 -0.8 -0.4
N 3.72648 4.10680 4.08242 -0.7 1.1 0.4
O 2.39157 3.89262 4.60431 0.1 0.4 -1.1
C 2.48171 3.69222 1.82142 1.0 -0.1 1.0
C 3.71877 1.97411 3.13071 -1.3 0.4 -0.8
C 2.76726 6.38041 3.45327 1.3 -0.5 0.5
H 4.82294 5.68609 6.07902 0.4 0.1 0.3
H 3.05957 5.72766 6.12825 0.7 0.4 -0.5
H 3.94565 7.14560 5.61075 0.2 1.5 0.0
H 5.53488 6.88789 3.42104 -0.2 -0.2 0.2
H 6.07616 5.24932 3.87521 -0.6 0.5 0.1
H 6.09821 5.66607 1.37769 -0.6 -0.5 0.8
H 4.35578 5.77785 1.44131 0.3 -0.1 0.2
H 5.90961 3.40205 2.55382 -0.5 0.1 0.0
H 5.05110 3.31793 1.03461 -0.3 0.6 0.4
H 2.46595 4.66082 1.34393 0.0 -0.1 -0.2
H 2.51845 2.88720 1.09418 0.0 0.0 -0.3
H 1.57773 3.57176 2.40131 -0.2 0.1 0.1
H 3.90437 1.34196 2.25753 0.3 0.0 0.2
H 4.37563 1.82343 3.96886 0.4 -0.3 0.0
H 2.67505 1.77512 3.43325 0.5 -0.3 0.1
H 1.81790 6.20662 3.90635 -0.6 -0.2 0.5
H 2.66647 6.20621 2.41572 -0.1 -0.4 -1.0
H 3.01809 7.41358 3.52736 0.1 1.0 0.3
H 2.58775 3.52199 5.43807 0.1 -0.8 1.5
C 0.58223 -6.16475 0.03768 -1.7 0.2 0.4
C 0.03668 -5.84119 -1.38280 1.1 -0.4 -0.1
C -0.61526 -7.14001 -1.89780 -0.3 0.8 -0.8
C -1.52055 -6.92025 -3.11140 1.2 1.1 -1.7
C -2.57579 -5.81200 -2.98422 1.7 0.3 1.6
C -1.98037 -4.51588 -2.39403 0.6 1.4 -0.8
N -0.98176 -4.78671 -1.26670 -0.5 -1.0 -1.1
O -0.30996 -3.59789 -0.88644 -0.6 0.1 -0.1
C -1.33601 -3.77181 -3.67162 1.0 -0.3 -0.1
C -3.06207 -3.60576 -1.66952 0.2 -2.0 0.7
C 1.27354 -5.48566 -2.30033 -1.2 0.3 -1.0
H -0.12858 -6.86553 0.52825 0.3 0.6 -0.1
H 0.73205 -5.29943 0.69653 -0.2 0.0 -0.4
H 1.50252 -6.67794 -0.00031 1.2 -0.6 -0.3
H 0.18549 -7.85458 -2.13971 -0.3 0.1 0.2
H -1.25425 -7.54461 -1.13638 -0.1 -0.3 0.7
H -2.03450 -7.79332 -3.36894 -0.9 -1.7 0.0
H -0.90098 -6.80882 -4.04054 -0.2 0.5 0.7
H -3.30018 -6.15290 -2.29086 -1.0 -0.5 0.8
H -3.09633 -5.57578 -3.89176 -0.1 0.0 -0.6
H -2.12279 -3.41921 -4.41027 1.0 -0.7 0.8
H -0.65125 -2.94090 -3.47372 -0.8 0.6 0.8
H -0.49192 -4.38087 -4.15855 -2.0 0.0 0.2
H -2.58869 -2.67764 -1.47807 0.4 1.0 0.4
H -4.00100 -3.37318 -2.16706 0.1 -0.4 -0.6
H -3.32577 -4.09691 -0.66723 0.4 0.7 -1.4
H 1.69752 -4.52691 -2.01623 0.3 -0.1 0.4
H 0.92785 -5.29821 -3.34543 0.2 -0.4 0.7
H 2.02494 -6.29178 -2.36287 -0.3 0.4 0.4
H -0.90447 -3.32096 -0.17045 0.4 0.4 0.3
C -1.67778 2.35861 6.11136 -0.7 -0.9 -0.4
C -1.61866 3.09895 4.76351 -0.3 -0.9 0.4
C -0.76035 2.42778 3.72794 -0.6 -1.5 -1.0
C -1.37378 1.04150 3.31494 -0.5 0.6 0.2
C -2.74752 1.21153 2.65880 0.4 -0.9 0.2
C -3.70502 1.97806 3.54591 0.2 0.5 1.3
N -2.94092 3.21665 4.09065 -0.6 -0.5 0.7
O -3.79866 3.83826 5.07983 0.3 -1.1 -0.1
C -4.78493 2.58672 2.68987 -1.7 0.5 -0.5
C -4.34044 0.98209 4.57860 1.3 -0.6 -0.2
C -0.98006 4.45013 5.05788 -2.7 1.2 -0.3
H -0.65215 2.34915 6.44572 0.3 0.0 0.7
H -1.97938 1.30102 5.97348 0.2 0.6 0.3
H -2.37250 2.83003 6.85026 0.7 -0.3 -0.7
H -0.62082 3.14922 2.88775 -0.2 -0.7 0.3
H 0.20410 2.18220 4.11861 0.9 0.2 0.4
H -1.53269 0.44704 4.23714 0.5 0.1 -0.5
H -0.70982 0.51417 2.62804 0.1 -0.2 0.2
H -3.21979 0.24462 2.35826 0.5 0.5 0.3
H -2.57572 1.74148 1.75087 -0.1 0.7 -0.9
H -4.26247 3.17442 1.90898 -0.6 -0.5 0.0
H -5.48616 1.78587 2.30872 1.0 0.7 -0.1
H -5.51965 3.29650 3.17509 1.1 -0.7 0.0
H -3.56910 0.49700 5.19407 -0.1 0.4 0.0
H -5.05393 1.42695 5.25147 -0.4 0.2 0.0
H -4.74094 0.07845 4.06746 -0.3 0.9 -0.1
H -1.42475 5.09346 4.24048 1.0 0.0 1.0
H 0.08660 4.42925 5.05145 0.7 -0.1 -0.3
H -1.31046 4.80224 6.06530 0.1 0.1 -0.9
H -3.96320 4.63665 4.61744 -0.6 1.4 -0.3
C 4.42157 0.20167 6.19289 -1.6 -0.8 -0.9
C 3.28674 -0.91496 6.26422 -0.1 0.7 -0.7
C 2.24639 -0.69609 5.13943 0.5 0.2 0.7
C 1.28942 -1.84777 4.96203 -0.4 -0.4 0.0
C 2.06192 -3.11170 4.66139 0.7 0.2 -1.8
C 3.20845 -3.37656 5.67407 0.2 -1.3 -2.2
N 3.95162 -2.19288 5.93271 1.0 2.4 -0.4
O 4.95582 -2.38339 6.92290 -0.9 -0.8 0.6
C 2.68514 -3.99790 6.92007 1.8 0.5 1.5
C 4.13639 -4.32563 4.82036 0.8 1.0 0.1
C 2.55887 -0.93539 7.59816 1.7 0.6 0.3
H 5.21185 0.00041 6.90283 0.0 0.1 0.2
H 3.98016 1.20308 6.34246 0.2 -0.4 0.1
H 4.80611 0.14956 5.15230 0.0 0.1 0.7
H 1.66366 0.22529 5.30437 0.4 -0.1 0.0
H 2.78144 -0.65285 4.19799 0.1 0.5 -0.1
H 0.63328 -1.49341 4.15424 -0.2 -0.7 0.1
H 0.70531 -2.11659 5.83254 -0.5 0.7 0.5
H 2.49395 -2.99104 3.60577 -0.4 -0.2 1.7
H 1.46379 -4.04691 4.62208 0.1 0.6 0.1
H 1.79504 -3.56863 7.25602 -1.6 0.8 0.4
H 2.49888 -5.01498 6.83713 -0.2 -2.1 -0.3
H 3.41285 -3.84327 7.74913 -0.4 -0.3 -0.6
H 4.28935 -3.87387 3.79115 0.2 -0.3 1.4
H 5.10642 -4.56460 5.30901 -0.5 0.4 -0.3
H 3.67124 -5.26259 4.62620 -0.7 -0.9 0.0
H 3.25757 -1.15593 8.38358 0.5 -0.7 0.4
H 1.77386 -1.63242 7.60652 -1.1 -0.7 0.2
H 2.22518 0.02121 7.93537 -0.7 0.9 -0.4
H 5.76943 -2.34280 6.44679 0.8 0.0 -0.6
C -8.45098 2.18181 -2.29745 0.3 -0.3 -0.3
C -7.03673 2.06661 -1.68929 -1.1 0.5 -0.6
C -6.79733 0.62111 -1.29798 1.7 -0.9 0.2
C -5.23844 0.26250 -0.99841 -2.0 -0.2 -0.8
C -4.41132 0.65914 -2.24948 -1.5 -0.2 0.8
C -4.59365 2.10382 -2.57976 -1.4 1.7 -1.0
N -6.08741 2.39110 -2.78153 0.3 -1.3 1.2
O -6.28367 3.71236 -3.15129 -0.5 1.7 0.6
C -4.03468 3.08812 -1.57086 1.1 -0.8 -0.3
C -4.01801 2.35491 -3.97302 1.2 -0.5 1.0
C -7.18406 2.97896 -0.44611 1.2 -0.7 1.5
H -8.77775 3.19817 -2.37522 -0.1 0.8 0.2
H -9.12623 1.68797 -1.61166 -0.4 -0.3 -0.2
H -8.51696 1.83155 -3.32226 0.1 -0.6 0.0
H -7.41735 0.32363 -0.43133 0.2 0.2 -0.4
H -7.10490 0.03724 -2.18287 0.1 -0.1 0.4
H -5.18990 -0.83559 -0.86638 0.1 0.5 0.1
H -4.94003 0.74190 -0.04282 0.1 -0.2 -0.7
H -4.72020 0.11609 -3.16271 0.0 -0.2 0.7
H -3.38394 0.45632 -2.07196 1.0 -0.2 0.0
H -2.94823 3.17805 -1.78183 -0.5 0.3 0.5
H -4.52227 4.04720 -1.65494 0.2 0.3 -0.1
H -4.20083 2.69553 -0.57927 0.2 0.1 0.5
H -4.21885 3.37563 -4.24722 0.2 0.3 -0.4
H -2.93793 2.08406 -3.96305 -0.4 0.7 0.0
H -4.43906 1.64831 -4.65342 -0.7 -0.2 -0.7
H -8.05522 2.57365 0.13579 0.9 0.3 -0.4
H -7.44456 4.03888 -0.58757 0.4 -0.3 -0.3
H -6.26125 2.87948 0.19996 -1.1 0.4 -0.4
H -6.52818 4.24283 -2.33470 0.6 -0.8 -1.1
O -2.04415 -2.88381 1.28173 0.0 0.5 0.6
C -1.88790 -3.00523 2.47222 -0.3 -0.6 -0.4
O -2.41283 -2.17545 3.39124 -0.4 0.2 -0.3
C -2.19551 -2.64097 4.73152 -0.1 1.3 1.8
C -1.65836 -4.04298 4.65530 1.1 -0.7 -0.5
C -1.15212 -4.09326 3.17754 -1.2 -1.6 0.9
H -3.17299 -2.59708 5.30103 1.1 0.2 -0.8
H -1.45331 -1.93941 5.21033 -0.9 -0.6 -0.4
H -2.44269 -4.79383 4.91556 0.6 0.5 -0.7
H -0.77857 -4.29972 5.26834 -0.5 0.6 0.3
H -1.41411 -5.10524 2.88318 -0.1 0.1 -1.0
H -0.10606 -3.98382 2.96453 0.7 0.3 0.4
O 3.00710 -1.68929 -1.39619 -0.4 0.0 0.2
C 3.20508 -0.83771 -2.21410 0.4 0.6 0.1
O 3.32201 0.46840 -1.89486 0.2 0.0 -0.1
C 3.75270 1.26195 -3.04194 -0.5 -0.3 0.0
C 3.53891 0.35604 -4.26958 2.3 -0.2 0.5
C 3.35997 -1.03224 -3.67851 -1.6 0.5 -0.8
H 4.80210 1.49430 -2.88052 0.0 0.2 0.0
H 3.12097 2.16525 -3.07238 0.4 -0.4 0.1
H 4.39063 0.34370 -4.97277 -0.1 0.3 0.5
H 2.73286 0.66935 -4.83862 -1.7 0.5 -0.7
H 4.16718 -1.69200 -3.91650 0.3 -0.6 0.0
H 2.37667 -1.42398 -4.01075 0.7 -0.3 0.0
O -0.17716 5.63815 0.42800 0.0 0.1 0.5
C 0.21271 5.33939 -0.65643 -0.1 -0.5 -0.2
O -0.64554 5.25849 -1.71024 -0.5 0.2 1.0
C 0.03320 4.94211 -2.88406 1.4 -0.2 -1.0
C 1.51402 5.30355 -2.64897 0.5 -0.9 0.3
C 1.62030 4.99407 -1.10897 -0.6 0.0 -1.5
H -0.34478 5.55731 -3.67900 -0.5 0.0 -0.4
H -0.03252 3.87024 -3.12325 -0.3 0.3 0.1
H 1.73440 6.36394 -2.96955 -0.1 -1.2 0.6
H 2.14173 4.54913 -3.18714 -0.3 1.1 0.1
H 2.29414 5.63954 -0.57727 0.5 -0.1 0.2
H 1.81484 3.89172 -0.96522 -0.2 1.3 0.0
O 0.78053 -1.69200 1.50982 -2.2 0.9 -0.3
C 1.94331 -1.87241 1.44881 1.9 -2.6 0.4
O 2.81971 -1.09796 2.07556 0.1 1.5 0.0
C 4.16521 -1.52845 1.96673 1.6 1.0 -0.6
C 4.14571 -2.72322 1.02978 0.2 -0.3 -0.9
C 2.65274 -3.17663 1.01481 1.1 1.9 -1.2
H 4.53471 -1.80723 2.96699 -0.2 0.4 -0.2
H 4.81439 -0.65247 1.53044 -1.3 -1.6 1.0
H 4.96129 -3.42611 1.26663 -0.8 -0.2 0.3
H 4.39585 -2.37690 0.03053 -0.1 0.0 0.0
H 2.47503 -3.86697 1.78913 -0.5 -1.1 0.8
H 2.25874 -3.49430 0.03918 0.3 -0.1 0.5
O 0.84636 1.20624 -3.31196 0.5 0.3 -0.2
C 0.39141 1.02311 -2.21801 -0.6 0.6 0.7
O 0.63717 1.81362 -1.15156 0.8 0.4 -0.9
C -0.21795 1.51620 -0.03461 0.1 0.3 -0.7
C -1.16091 0.41282 -0.47598 0.7 0.6 -1.1
C -0.56888 -0.01187 -1.81068 0.5 -2.8 -0.9
H -0.70182 2.46472 0.15854 -0.3 0.1 0.5
H 0.39685 1.19837 0.76735 0.7 -0.1 0.9
H -2.09898 0.88501 -0.62818 -1.2 -0.1 0.1
H -1.14755 -0.38028 0.22535 -0.5 -0.8 0.7
H -1.18621 -0.27493 -2.70576 -0.1 0.4 1.0
H 0.06760 -0.95948 -1.71286 -0.7 1.0 0.2
```
Positions in Å, forces in eV/Å.

* SMILES: CC1(C)CCCC(C)(C)N1O.CC1(C)CCCC(C)(C)N1O.CC1(C)CCCC(C)(C)N1O.CC1(C)CCCC(C)(C)N1O.CC1(C)CCCC(C)(C)N1O.CC1(C)CCCC(C)(C)N1O.O=C1CCCO1.O=C1CCCO1.O=C1CCCO1.O=C1CCCO1.O=C1CCCO1



[2]
Computed, not measured: a 4-piece molecular cluster, CH10N2O3 overall in a non-equilibrium geometry, with the ωB97M-V functional and the def2-TZVPD basis.

Structure (XYZ):
```
16
Properties=species:S:1:pos:R:3:forces:R:3
N -0.66910 0.08292 -1.36371 0.1 0.8 0.1
C 0.38745 0.90832 -1.37437 1.3 0.3 -0.4
N 0.34736 2.08751 -0.88437 -0.1 0.0 0.5
H -0.49512 -0.89358 -1.50986 -0.4 -0.4 0.2
H -1.32448 0.45608 -0.69166 -0.6 -0.8 -0.2
H 1.31277 0.52904 -1.82094 -0.3 -0.2 -0.1
H 1.27023 2.49818 -0.93034 0.0 0.3 -0.2
H 0.01937 -0.17822 1.41684 0.0 0.0 -0.2
H 0.03677 -1.28563 2.38046 0.0 -0.5 -0.1
O 0.07385 -1.15187 1.42470 -0.1 0.6 0.4
H -0.02717 2.03693 1.05198 0.0 0.2 0.0
H 1.18604 1.67210 1.87515 0.0 0.1 0.1
O 0.23216 1.78667 1.96047 0.0 -0.4 -0.2
H -1.47487 -3.15265 -0.74258 0.2 -0.1 0.0
H -0.35944 -2.34835 -0.06850 0.1 -0.2 0.4
O -0.51581 -3.04743 -0.72326 -0.2 0.3 -0.2
```
Positions in Å, forces in eV/Å.

* SMILES: [H]/N=C/N.O.O.O



[3]
Computed, not measured: C33H25F6InN3O8P2S5 as an isolated structure in a non-equilibrium geometry, with the ωB97M-V functional and the def2-TZVPD basis.

Structure (XYZ):
```
83
Properties=species:S:1:pos:R:3:forces:R:3
In 1.66325 -3.82385 -1.71638 0.1 0.2 -0.5
N -0.56494 3.10871 0.32459 -2.0 1.3 0.1
P 0.86361 2.37559 0.90112 0.6 0.2 1.1
C 1.92915 3.86301 0.75947 0.2 1.5 -0.4
C 2.85414 4.14022 -0.27394 1.0 0.7 -0.3
C 3.65758 5.35229 -0.23266 -2.2 -1.6 0.8
C 3.38672 6.28788 0.75291 -1.5 -1.3 0.0
C 2.34010 6.11584 1.66115 -0.5 -1.0 1.5
C 1.66008 4.88316 1.70708 0.5 0.3 -0.3
C 1.38235 1.52818 -0.53627 0.7 -1.6 -3.8
C 2.61303 0.85329 -0.60519 -0.2 0.4 0.5
C 3.01631 -0.04513 -1.58291 -1.6 0.2 -0.4
C 2.14421 -0.31225 -2.64277 -0.6 0.7 0.5
C 0.97519 0.46891 -2.72004 0.1 -0.8 -0.7
C 0.63719 1.39237 -1.74429 -1.3 0.8 0.9
P -2.05852 2.32218 0.29376 -0.8 0.3 1.1
C -2.88695 3.09307 -1.10689 0.7 0.3 0.6
C -3.13797 4.46277 -1.14928 -0.8 2.0 -1.2
C -3.29726 5.06728 -2.41107 -0.1 -0.6 0.0
C -3.20121 4.33317 -3.59411 -0.4 0.3 -0.5
C -3.06569 2.95175 -3.53009 0.2 1.4 0.9
C -2.88621 2.36729 -2.26925 0.0 -1.7 -1.8
C -3.15162 2.80852 1.68690 -0.1 0.1 -1.6
C -4.53418 2.93368 1.54348 -0.6 -0.2 1.5
C -5.36067 3.06837 2.66249 0.5 0.4 0.1
C -4.75701 3.32444 3.91230 -1.7 -0.6 0.7
C -3.39974 3.32942 4.02288 1.2 -1.2 -0.9
C -2.62447 2.93264 2.92169 2.5 0.8 1.8
H -0.61781 4.13880 0.34337 0.2 -0.8 -0.2
H 2.97138 3.43872 -1.14814 -0.1 0.7 1.2
H 4.39208 5.61276 -0.96287 0.3 -0.3 -0.5
H 3.90464 7.17844 0.75913 1.2 1.8 0.1
H 2.09020 6.82130 2.50257 0.5 -0.4 -1.3
H 0.88947 4.71734 2.48068 0.5 0.1 -0.4
H 3.33536 1.09957 0.13945 0.4 -0.3 0.9
H 3.89496 -0.60081 -1.39908 1.0 -0.4 -0.2
H 2.28026 -1.08351 -3.39185 0.4 0.0 0.2
H 0.26451 0.25595 -3.54783 0.6 0.5 0.6
H -0.29384 2.01425 -1.91051 1.2 -1.0 0.4
H -3.33536 5.21852 -0.34822 0.6 -1.4 0.0
H -3.56366 6.10685 -2.50099 0.1 0.3 0.2
H -3.29996 4.83933 -4.58791 0.1 -0.5 1.1
H -3.01656 2.46283 -4.47036 0.0 -1.0 -0.3
H -2.72464 1.26889 -2.25685 0.0 0.9 0.3
H -5.05199 2.80135 0.63856 -0.1 -0.2 -1.4
H -6.44878 2.96422 2.52351 0.6 0.2 0.3
H -5.33491 3.32808 4.86640 0.2 0.4 -1.0
H -2.87415 3.39075 4.94845 -0.1 0.3 0.7
H -1.50013 2.76386 3.06424 -1.7 0.3 -0.2
F 6.43399 -2.13970 0.64830 0.5 0.5 0.3
C 5.92585 -3.30578 0.99957 0.1 -0.7 0.5
F 5.03246 -3.07796 2.00961 0.7 -0.6 -1.7
F 6.88077 -4.14355 1.48296 -0.4 1.1 0.1
S 5.43395 -4.10998 -0.61675 -1.1 -0.6 -1.9
O 4.31188 -3.33491 -1.20003 1.5 -1.1 1.3
O 6.62754 -4.16547 -1.46134 -1.3 0.4 1.7
N 5.13110 -5.58022 -0.05814 -1.4 0.3 -0.6
S 3.73627 -6.38649 -0.05129 2.1 -1.0 1.2
O 2.58220 -5.70383 -0.57997 0.0 -0.4 -0.1
O 4.02285 -7.77303 -0.39430 -0.9 1.7 0.2
C 3.44391 -6.46369 1.83118 -0.2 -1.5 -0.7
F 4.53143 -7.06198 2.34662 -0.4 0.6 0.2
F 2.38088 -7.32812 2.14564 1.3 2.0 -0.5
F 3.30044 -5.24037 2.33304 -0.4 -1.1 0.1
S 1.70972 -2.65242 0.70667 0.6 0.2 -0.6
C 0.19083 -3.37799 0.71824 -0.2 0.2 1.3
N -0.35395 -4.19747 -0.12964 2.0 0.0 -1.2
C -1.57205 -4.67861 0.22222 1.0 1.3 1.4
C -2.29131 -5.66429 -0.38573 -2.0 -0.6 -0.7
C -3.62968 -5.81838 0.04200 -0.3 -1.2 -0.9
C -4.12017 -5.09773 1.10816 -0.2 -0.3 1.0
C -3.25175 -4.31061 1.87780 -0.5 -0.4 0.3
C -1.97721 -4.06595 1.43633 -1.4 -0.5 0.3
S -0.76709 -3.04725 2.17554 -0.6 -0.7 -1.1
H -1.94236 -6.25778 -1.23281 0.2 0.4 0.3
H -4.31852 -6.59814 -0.41682 1.1 1.1 0.4
H -5.14290 -5.28780 1.46224 0.5 0.2 -0.2
H -3.53397 -4.02461 2.87774 -0.3 0.5 0.0
O -2.64022 -2.52129 -2.26773 0.6 0.8 -1.1
S -1.76741 -1.97038 -3.27170 0.5 -0.2 0.6
O -2.03873 -0.64945 -3.82329 0.5 -2.0 0.6
O -0.59354 -2.74942 -3.63338 -1.7 1.6 0.0
O -1.89276 0.86436 0.32266 0.2 -0.4 -0.5
```
Positions in Å, forces in eV/Å.

* total charge: -1



| no. | orbital gap (eV) | energy (Eh) | M (g mol⁻¹) |
| --- | --- | --- | --- |
| 1 | 8.571 | -4438.0684 | 1374.0 |
| 2 | 10.472 | -379.3357 | 98.1 |
| 3 | 5.754 | -5501.7636 | 1042.7 |